Entry 1:
{
  "formula": "C30H37Cl5CrN6O7PS",
  "method": "ωB97M-V/def2-TZVPD",
  "elements": ["Cr", "O", "C", "O", "C", "C", "C", "C", "C", "N", "C", "O", "O", "H", "H", "H", "H", "H", "Cl", "C", "C", "Cl", "C", "Cl", "C", "O", "C", "Cl", "C", "Cl", "C", "N", "C", "P", "O", "N", "C", "C", "N", "C", "C", "H", "H", "H", "H", "H", "H", "H", "H", "H", "H", "H", "H", "H", "H", "H", "H", "H", "H", "C", "C", "C", "N", "C", "S", "N", "C", "O", "C", "C", "C", "C", "C", "C", "H", "H", "H", "H", "H", "H", "H", "H", "H", "H", "H", "H", "H", "H"],
  "xyz": [[0.03775, 0.40487, -0.89718], [0.60836, 2.36809, -4.41821], [0.66901, 1.66173, -3.32612], [-0.26493, 1.01001, -2.87695], [1.99273, 1.63044, -2.65285], [3.12620, 2.23103, -3.16395], [4.32551, 2.00311, -2.50486], [4.33692, 1.16181, -1.40403], [3.14963, 0.60385, -0.95024], [1.98812, 0.86518, -1.55411], [3.06973, -0.44008, 0.14506], [4.09127, -0.57444, 0.97611], [2.11654, -1.16280, 0.19084], [-0.27168, 2.29958, -4.82710], [3.06839, 2.83466, -4.05809], [5.24405, 2.44553, -2.86541], [5.27861, 0.91841, -0.93082], [4.71601, 0.16093, 0.95468], [-1.11476, 1.61042, 6.34100], [-0.94228, 1.13435, 4.70777], [0.16052, 1.55279, 3.96718], [1.33608, 2.57289, 4.68147], [0.29007, 1.16613, 2.63512], [1.62873, 1.76221, 1.71346], [-0.66315, 0.35799, 2.02218], [-0.55000, -0.08929, 0.76282], [-1.76464, -0.05644, 2.77646], [-2.93167, -1.07563, 2.02580], [-1.91156, 0.32861, 4.10308], [-3.27295, -0.19057, 4.99662], [-3.18087, 2.41889, -2.99568], [-2.90242, 2.18226, -1.58304], [-3.45820, 0.91851, -1.09056], [-1.77352, 2.98154, -0.71230], [-0.41528, 2.28570, -0.57772], [-2.43059, 3.13238, 0.77816], [-1.59869, 3.71030, 1.83850], [-3.86045, 3.34676, 1.01189], [-1.48205, 4.39133, -1.50139], [-0.15093, 4.97122, -1.64897], [-2.56193, 5.37978, -1.55875], [-4.26116, 2.41780, -3.14996], [-2.74822, 1.62966, -3.61521], [-2.79034, 3.38396, -3.30621], [-4.54235, 0.91646, -1.21582], [-3.22715, 0.77744, -0.03737], [-3.04946, 0.07194, -1.65343], [-0.54278, 3.54631, 1.63439], [-1.84992, 3.23838, 2.78992], [-1.78007, 4.78523, 1.92985], [-4.45116, 3.01411, 0.16336], [-4.06962, 4.40411, 1.19239], [-4.16688, 2.77972, 1.89247], [0.61142, 4.20528, -1.53179], [0.02733, 5.74794, -0.90037], [-0.05811, 5.42578, -2.63756], [-3.53311, 4.89361, -1.47510], [-2.52759, 5.90376, -2.51489], [-2.46832, 6.11737, -0.75742], [1.59683, -6.65658, -2.32392], [1.29265, -6.41147, -0.85117], [1.60761, -4.98939, -0.41027], [0.88134, -3.97102, -1.18841], [0.13669, -2.97170, -0.77269], [-0.18287, -1.70199, -1.94843], [-0.39120, -2.87422, 0.44050], [-0.56439, -3.83157, 1.50842], [-0.29220, -3.47259, 2.61872], [-1.16370, -5.13170, 1.14545], [-1.97728, -5.27225, 0.02306], [-2.56137, -6.49875, -0.25073], [-2.31717, -7.58223, 0.58287], [-1.50703, -7.44105, 1.70393], [-0.93974, -6.21301, 1.99542], [1.44746, -7.70397, -2.57984], [2.63200, -6.40564, -2.56625], [0.93922, -6.07907, -2.97829], [1.89790, -7.07534, -0.23063], [0.24965, -6.64208, -0.63488], [2.66863, -4.77995, -0.56709], [1.40762, -4.83672, 0.64670], [1.15217, -3.90075, -2.15860], [-0.62534, -1.92020, 0.71574], [-2.18051, -4.42405, -0.61855], [-3.20936, -6.61019, -1.10945], [-2.76822, -8.54089, 0.36359], [-1.32931, -8.28662, 2.35414], [-0.32292, -6.07751, 2.87426]],
  "lumo_ev": [-6.73, -6.94],
  "de_lowest_ev": 0.000,
  "homo_lumo_gap_ev": [6.3, 6.2],
  "total_charge": 2,
  "multiplicity": 4,
  "s2": 3.785
}


Entry 2:
{
  "formula": "C4H9NO4",
  "method": "ωB97M-V/def2-TZVPD",
  "elements": ["N", "C", "O", "C", "O", "H", "H", "H", "H", "H", "C", "C", "O", "O", "H", "H", "H", "H"],
  "xyz": [[-1.56206, -1.47745, 0.12591], [-0.66576, -1.40863, -0.82342], [-0.69286, -1.58194, -2.01257], [0.97572, -1.00504, -0.22103], [1.60478, -2.24963, -0.40491], [-1.48432, -0.64370, 0.98811], [-2.47883, -1.81285, -0.13996], [1.38006, -0.26047, -0.92106], [1.12818, -0.78832, 0.83303], [1.44475, -2.54050, -1.31118], [0.85854, 2.11238, 0.81335], [-0.36962, 1.31256, 0.51891], [-1.01333, 0.69146, 1.39357], [-0.89843, 1.61504, -0.67565], [1.35558, 2.41663, -0.10573], [0.56041, 3.00562, 1.36625], [1.54243, 1.53711, 1.43396], [-1.68526, 1.07773, -0.85757]],
  "lumo_ev": 0.42,
  "de_lowest_ev": 2.091,
  "homo_lumo_gap_ev": 9.3,
  "smiles": "NC(=O)CO.CC(=O)O",
  "multiplicity": 1
}


Entry 3:
{
  "formula": "C10H12OSe",
  "method": "ωB97M-V/def2-TZVPD",
  "elements": ["C", "C", "C", "C", "C", "C", "C", "C", "C", "C", "O", "Se", "H", "H", "H", "H", "H", "H", "H", "H", "H", "H", "H", "H"],
  "xyz": [[1.76354, 1.75462, 2.55693], [1.64974, 1.69967, 1.16192], [0.74479, 1.24676, 3.34588], [0.44991, 1.22806, 0.60284], [-0.44364, 0.88300, 2.82593], [-0.54558, 0.82073, 1.47487], [0.23494, -1.94963, -0.57832], [1.63249, -2.19745, -0.79435], [-2.89978, 0.01640, -2.04256], [-1.91619, 0.56845, -1.08697], [-0.36492, -1.99908, 0.41246], [-2.26243, 0.13383, 0.64067], [2.68313, 2.17874, 2.89574], [2.43221, 1.88088, 0.59298], [0.82850, 1.32493, 4.36289], [0.14665, 1.22201, -0.37488], [-1.24603, 0.41421, 3.34392], [1.88662, -2.20130, -1.90691], [2.15827, -1.43474, -0.23652], [1.83003, -3.11674, -0.30678], [-3.01610, -1.11441, -1.79561], [-3.82191, 0.45330, -1.73962], [-2.59753, 0.42074, -3.03907], [-0.28673, -1.56642, -1.50238]],
  "lumo_ev": 0.09,
  "de_lowest_ev": 2.830,
  "homo_lumo_gap_ev": 8.1,
  "multiplicity": 1
}


Entry 4:
{
  "formula": "C30H60Br18NO3",
  "method": "ωB97M-V/def2-TZVPD",
  "elements": ["C", "C", "O", "O", "C", "C", "C", "C", "C", "C", "C", "C", "C", "N", "C", "O", "H", "H", "H", "H", "H", "H", "H", "H", "H", "H", "H", "H", "H", "H", "H", "H", "H", "H", "H", "H", "H", "H", "H", "H", "Br", "C", "C", "Br", "H", "H", "H", "H", "Br", "C", "C", "Br", "H", "H", "H", "H", "Br", "C", "C", "Br", "H", "H", "H", "H", "Br", "C", "C", "Br", "H", "H", "H", "H", "Br", "C", "C", "Br", "H", "H", "H", "H", "Br", "C", "C", "Br", "H", "H", "H", "H", "Br", "C", "C", "Br", "H", "H", "H", "H", "Br", "C", "C", "Br", "H", "H", "H", "H", "Br", "C", "C", "Br", "H", "H", "H", "H"],
  "xyz": [[-5.25066, -0.76521, -1.87862], [-4.67616, -1.73055, -2.88457], [-5.17377, -1.93879, -3.95408], [-3.54619, -2.41288, -2.47447], [-2.34439, -2.03030, -3.16245], [-1.54685, -3.30122, -3.41118], [-0.19355, -3.08339, -4.10271], [0.65345, -1.95521, -3.48076], [1.33435, -2.39143, -2.17921], [2.32208, -1.38263, -1.52200], [2.22670, 0.05217, -2.02878], [3.04565, 0.44011, -3.26781], [2.56454, 1.89599, -3.46316], [2.55976, 2.37776, -2.01859], [2.72778, 1.18362, -1.08777], [4.05859, 1.18587, -0.71484], [-5.62760, 0.10158, -2.41243], [-6.05676, -1.29714, -1.36654], [-4.50597, -0.47217, -1.13874], [-1.79622, -1.39755, -2.45611], [-2.56125, -1.50428, -4.09343], [-1.41572, -3.83641, -2.47054], [-2.15350, -3.92793, -4.06830], [0.37994, -4.00360, -3.95700], [-0.27011, -2.92287, -5.17794], [1.42236, -1.70831, -4.22047], [0.05294, -1.04985, -3.36861], [1.88803, -3.29880, -2.41478], [0.54394, -2.60784, -1.45661], [3.34368, -1.72896, -1.70858], [2.16237, -1.41492, -0.43299], [1.16797, 0.33070, -2.11087], [4.10875, 0.54753, -3.04075], [2.98227, -0.20234, -4.13933], [3.21813, 2.46784, -4.11069], [1.55029, 1.78934, -3.83765], [3.17414, 3.17244, -1.84733], [1.58093, 2.62692, -1.88014], [2.07017, 1.34070, -0.22870], [4.29748, 0.37380, -0.24870], [-8.28509, -2.13678, -0.17820], [-8.36050, -0.75071, 1.19148], [-8.97265, 0.52301, 0.67238], [-7.72407, 1.51401, -0.44081], [-7.34523, -0.61266, 1.55447], [-8.97640, -1.16995, 1.98499], [-9.21453, 1.19131, 1.49595], [-9.86247, 0.35296, 0.07317], [1.62977, -4.50655, 1.96565], [1.41377, -3.11818, 3.31161], [0.93430, -1.83568, 2.69093], [2.38717, -0.92502, 1.74918], [2.36850, -3.01553, 3.81661], [0.67094, -3.49777, 4.00980], [0.59998, -1.13308, 3.45096], [0.13944, -1.98886, 1.96768], [-10.93234, 1.97501, -2.48125], [-10.59193, 0.24929, -3.31655], [-11.74927, -0.69315, -3.11854], [-11.78802, -1.41268, -1.31170], [-9.66164, -0.12581, -2.89822], [-10.45318, 0.46075, -4.37459], [-11.65219, -1.55868, -3.77015], [-12.71053, -0.21918, -3.28787], [-4.14646, -1.88529, 1.39118], [-5.32818, -2.86162, 2.59160], [-5.32390, -2.27186, 3.97620], [-3.70991, -2.74356, 4.95470], [-5.00701, -3.89771, 2.57156], [-6.31796, -2.78351, 2.14437], [-6.14546, -2.67662, 4.56341], [-5.38156, -1.18793, 3.97103], [3.96434, -1.40549, 5.49000], [5.23190, -2.63395, 6.31277], [6.21140, -3.15703, 5.30058], [5.39680, -4.50614, 4.15470], [4.64816, -3.41995, 6.78052], [5.74297, -2.05644, 7.08005], [7.03870, -3.65881, 5.79482], [6.59848, -2.38262, 4.64623], [-12.04700, 5.06490, -0.87159], [-11.47640, 5.79519, -2.58261], [-10.80265, 7.13125, -2.42088], [-12.08840, 8.55197, -2.08812], [-12.35833, 5.84192, -3.21301], [-10.77953, 5.06427, -2.98860], [-10.29415, 7.41287, -3.34046], [-10.09693, 7.14677, -1.59675], [6.35880, 1.42896, 2.13311], [7.17468, 2.04317, 0.47291], [7.85152, 3.37491, 0.63919], [6.55589, 4.82897, 0.69647], [6.38759, 2.06745, -0.27353], [7.90113, 1.27658, 0.21114], [8.48331, 3.59375, -0.21733], [8.44153, 3.44266, 1.54729], [9.57477, -1.57082, 6.91732], [10.70913, -3.02893, 7.53620], [10.95482, -4.03728, 6.44656], [9.39562, -5.16362, 6.16264], [10.21999, -3.45951, 8.40358], [11.64210, -2.56023, 7.84094], [11.75655, -4.71645, 6.72776], [11.18950, -3.57891, 5.49157], [9.48719, 5.77412, -3.75525], [9.53665, 6.77520, -2.08690], [10.87062, 6.65326, -1.39989], [11.07174, 4.92174, -0.53497], [8.71717, 6.40731, -1.47677], [9.34632, 7.80944, -2.36472], [10.95183, 7.38666, -0.60077], [11.71119, 6.76313, -2.07699]],
  "lumo_ev": -2.75,
  "homo_lumo_gap_ev": 8.3,
  "total_charge": 1,
  "multiplicity": 1
}


Entry 5:
{
  "formula": "C5H9NO",
  "method": "ωB97M-V/def2-TZVPD",
  "elements": ["O", "C", "C", "C", "C", "C", "N", "H", "H", "H", "H", "H", "H", "H", "H", "H"],
  "xyz": [[-3.05808, -0.72972, -1.11887], [-2.03935, -0.44170, -0.44809], [-0.54457, -0.37426, -0.76635], [0.16484, 1.03287, -0.59381], [0.89596, 0.94064, 0.74572], [1.18588, -0.63647, 1.04628], [0.49769, -1.32554, -0.10452], [-2.34002, -0.04454, 0.47534], [-0.53564, -0.73370, -1.75068], [-0.69778, 1.80163, -0.54158], [0.73248, 1.20710, -1.55298], [0.13259, 1.29828, 1.33878], [1.73516, 1.59283, 0.81687], [2.20972, -0.82606, 1.27373], [0.51017, -0.96038, 1.91687], [1.15093, -1.80099, -0.73672]],
  "lumo_ev": 0.76,
  "de_lowest_ev": 3.062,
  "homo_lumo_gap_ev": 9.7,
  "smiles": "O=C[C@H]1CCCN1",
  "multiplicity": 1
}


Entry 6:
{
  "formula": "C44H52As2NO8PS4SbSe2V",
  "method": "ωB97M-V/def2-TZVPD",
  "elements": ["V", "S", "Sb", "S", "S", "S", "Se", "P", "Se", "C", "C", "C", "C", "C", "C", "C", "C", "C", "C", "C", "C", "H", "H", "H", "H", "H", "H", "H", "H", "H", "H", "C", "O", "C", "O", "C", "C", "As", "C", "C", "C", "As", "C", "C", "O", "O", "C", "C", "O", "O", "C", "C", "O", "O", "C", "H", "H", "H", "H", "H", "H", "H", "H", "H", "H", "H", "H", "H", "H", "H", "H", "H", "H", "C", "C", "C", "C", "C", "C", "C", "C", "N", "C", "C", "C", "C", "C", "C", "C", "C", "C", "C", "H", "H", "H", "H", "H", "H", "H", "H", "H", "H", "H", "H", "H", "H", "H", "H", "H", "H", "H", "H", "H", "H", "H", "H"],
  "xyz": [[0.98198, -2.76362, 3.65948], [-2.68718, -4.59340, 6.11576], [-0.46287, -4.19021, 6.51128], [0.13703, -1.99663, 5.66704], [2.20436, -4.67105, 4.01675], [0.25636, -5.23715, 4.27991], [4.43022, -0.15619, 6.50293], [4.28513, -0.31190, 4.39508], [2.35772, -0.24886, 3.44084], [5.11195, -1.85704, 3.81023], [6.01366, -2.53484, 4.60616], [6.53583, -3.74353, 4.15546], [6.16991, -4.25002, 2.91612], [5.24798, -3.56042, 2.10785], [4.74049, -2.36584, 2.57823], [5.40695, 0.96856, 3.67304], [4.87792, 2.24170, 3.47837], [5.67669, 3.23240, 2.96587], [7.05443, 3.03937, 2.81280], [7.59442, 1.78511, 3.10680], [6.75753, 0.73328, 3.43439], [6.28420, -2.15315, 5.57039], [7.24294, -4.26755, 4.74989], [6.65659, -5.17315, 2.63895], [4.89402, -3.84023, 1.12844], [3.96897, -1.72344, 2.10539], [3.83263, 2.35837, 3.63979], [5.17059, 4.15456, 2.74353], [7.72333, 3.83284, 2.41558], [8.62019, 1.52982, 2.97693], [7.12470, -0.25669, 3.72166], [1.79016, 1.81309, -3.64188], [0.45945, 1.40514, -3.93488], [-0.45795, 1.60418, -2.88740], [0.01446, 1.80486, -1.74182], [-1.78271, 1.37762, -3.31290], [-2.30074, 1.93527, -4.50464], [-1.75328, 3.80196, -4.63272], [-2.97242, 4.89554, -5.71869], [-2.41255, 4.32220, -2.84509], [-2.87251, 3.48019, -1.84684], [-2.90968, 1.42839, -1.80280], [-4.72085, 1.24318, -2.60419], [-3.32585, 4.15650, -0.62907], [-4.43106, 4.08009, -0.13565], [-2.25029, 4.72690, -0.02095], [-2.58851, 5.59251, 1.05763], [-2.37584, 5.77299, -2.69211], [-3.27063, 6.53040, -2.96720], [-1.21779, 6.37945, -2.28173], [0.00030, 5.47457, -2.17000], [-3.25578, 1.30361, -5.34612], [-3.71388, 0.20872, -5.27884], [-3.67251, 2.15609, -6.36240], [-4.50436, 1.54773, -7.30757], [2.42358, 1.50346, -4.40253], [2.12509, 1.35118, -2.74027], [1.87061, 2.90615, -3.59313], [-2.56919, 4.77742, -6.70307], [-2.95833, 5.96770, -5.42579], [-4.02939, 4.52600, -5.82093], [-4.86634, 1.52454, -3.62299], [-5.46450, 1.67938, -1.92366], [-4.92757, 0.14577, -2.55997], [-1.68605, 6.03553, 1.33682], [-3.04109, 4.97868, 1.80571], [-3.27261, 6.29890, 0.67382], [0.79399, 6.15116, -1.81254], [0.21373, 5.07618, -3.14614], [-0.17099, 4.73059, -1.43321], [-4.69307, 2.31464, -8.09768], [-5.48694, 1.11784, -6.99706], [-3.95378, 0.72105, -7.84142], [-4.61619, -4.39661, 2.94880], [-3.75484, -3.09742, 2.61181], [-4.31035, -1.85663, 2.35013], [-3.45115, -0.74707, 2.22122], [-4.11353, 0.66533, 1.98179], [-2.09903, -0.93620, 2.31852], [-1.52802, -2.18587, 2.41097], [-2.38882, -3.30239, 2.55965], [-0.14913, -2.30553, 2.18430], [0.13651, -2.48083, 0.67734], [-0.32191, -1.26262, -0.18265], [0.00348, -1.45140, -1.65310], [-0.69069, -2.69664, -2.20839], [-0.22787, -3.95046, -1.41866], [1.25019, -4.16832, -1.52287], [1.94683, -2.89245, -0.97835], [1.51725, -1.68844, -1.86706], [1.64995, -2.59497, 0.53696], [-0.59743, -3.71729, 0.11502], [-5.70032, -4.28597, 2.89843], [-4.28715, -4.74957, 3.90115], [-4.36645, -5.14246, 2.17386], [-5.39036, -1.75447, 2.31870], [-4.29119, 0.76995, 0.97391], [-3.35967, 1.38645, 2.22620], [-5.00978, 0.81928, 2.56868], [-1.44758, -0.09081, 2.37445], [-1.94768, -4.27344, 2.61404], [0.12679, -0.32468, 0.22328], [-1.42116, -1.15082, -0.07911], [-0.31970, -0.56879, -2.30688], [-0.46047, -2.88185, -3.25306], [-1.76141, -2.57156, -2.05438], [-0.84087, -4.76493, -1.85309], [1.54005, -4.22044, -2.53665], [1.60657, -5.01507, -0.86621], [3.02731, -3.09830, -1.08276], [1.75765, -1.85745, -2.92946], [2.08463, -0.85537, -1.45667], [2.10573, -1.62437, 0.84670], [2.00540, -3.36848, 1.25964], [-0.20768, -4.61971, 0.64968], [-1.68886, -3.51979, 0.29105]],
  "lumo_ev": [0.35, 0.35],
  "de_lowest_ev": 1.883,
  "homo_lumo_gap_ev": [2.0, 2.0],
  "total_charge": -2,
  "multiplicity": 3,
  "s2": 2.047
}